Entry 1:
{"formula": "C3H7NO", "method": "ωB97M-V with the def2-TZVPD basis set", "symbols": ["C", "C", "C", "N", "H", "H", "H", "H", "H", "H", "H", "O"], "coordinates": [[1.46802, -1.39157, -0.53655], [1.75293, -2.48070, 0.19504], [0.07460, 0.12902, -1.41061], [0.14334, -1.01309, -0.81929], [2.28791, -0.71051, -0.74061], [0.99176, -3.03571, 0.73261], [2.74648, -2.89911, 0.21839], [1.00331, 0.70040, -1.47319], [-0.70638, 0.39686, -2.11454], [-3.21401, 3.18657, 2.60103], [-1.84243, 3.62230, 2.19918], [-2.73564, 3.53333, 1.85981]], "forces_ev_per_a": [[0.1466, -0.7596, 2.2328], [-0.4361, 0.1256, -0.5220], [1.0536, -1.4216, -0.3367], [-0.1157, 1.1731, -1.0493], [0.0242, 0.0106, -0.8403], [-0.1637, -0.1233, -0.4947], [0.2887, 0.3904, 0.3625], [-0.1242, 0.4175, -0.1988], [-0.6761, 0.1884, 0.8506], [-0.5505, -0.3041, 0.5314], [0.1893, 0.0676, -0.0937], [0.3638, 0.2355, -0.4419]], "nbo_charge": [-0.068, -0.372, -0.043, -0.406, 0.169, 0.203, 0.199, 0.132, 0.185, 0.465, 0.465, -0.931], "homo_ev": -9.178, "largest_force_ev_per_a": 2.36, "e_above_lowest_ev": 2.769, "e_tot_ev": -6759.9817, "smiles": "C=CN=C.O"}

Entry 2:
{"formula": "C3H3BrS", "method": "ωB97M-V with the def2-TZVPD basis set", "symbols": ["C", "C", "C", "S", "Br", "H", "H", "H"], "coordinates": [[1.57088, -1.85045, -0.63540], [4.02403, -1.08879, -0.36957], [0.03756, 0.52544, -0.46031], [1.77379, -0.24423, -0.40378], [4.75768, -2.40974, 0.56920], [-0.44516, 0.36848, 0.45252], [-0.64062, 0.11921, -1.18577], [0.06481, 1.53738, -0.70259]], "forces_ev_per_a": [[0.4851, 1.0008, 0.0997], [0.2267, 0.0206, -0.6843], [0.2872, -1.7185, -0.7350], [-1.9396, 0.5715, -0.2727], [0.5348, -0.8667, 0.6687], [-0.4217, -0.0872, 1.7020], [0.1123, -0.7924, -0.6690], [0.7152, 1.8719, -0.1094]], "nbo_charge": [-0.165, -0.262, -0.763, 0.367, 0.146, 0.223, 0.230, 0.225], "homo_ev": [-7.874, -9.814], "multiplicity": 3, "largest_force_ev_per_a": 2.04, "e_above_lowest_ev": 5.475, "e_tot_ev": -84027.9856}

Entry 3:
{"formula": "B2F4H4MnN3O9", "method": "ωB97M-V with the def2-TZVPD basis set", "symbols": ["Mn", "N", "O", "O", "O", "N", "O", "O", "O", "N", "O", "O", "O", "B", "H", "H", "H", "H", "B", "F", "F", "F", "F"], "coordinates": [[0.22138, 0.03522, 0.23706], [1.44499, 2.09209, -1.15732], [2.09109, 2.90332, -1.82083], [1.98587, 1.43856, -0.21098], [0.23478, 1.85892, -1.35252], [1.66071, -1.36949, -2.45441], [1.32800, -1.09465, -3.62606], [0.96387, -0.94217, -1.50251], [2.65251, -2.07944, -2.22925], [-0.69169, 2.66548, 2.06844], [-0.53230, 1.48955, 1.63907], [-1.10442, 2.82532, 3.23486], [-0.43877, 3.63550, 1.34744], [0.92149, -1.46849, 1.78111], [1.34260, -2.31952, 2.51288], [0.47655, -1.90995, 0.78377], [0.04743, -0.83497, 2.30994], [1.79617, -0.69409, 1.56418], [-2.87852, -1.24490, -0.62946], [-2.49240, -2.47100, -1.20850], [-4.02567, -1.46197, 0.16550], [-1.81226, -0.74771, 0.17812], [-3.19142, -0.30562, -1.63054]], "forces_ev_per_a": [[0.3919, 0.6645, -0.2207], [-0.2165, -0.4889, 0.7667], [-0.1009, 0.0432, -0.0414], [0.2280, 0.2861, -0.2796], [0.0369, 0.2138, -0.3862], [-0.2644, 0.0361, -0.4707], [0.1476, -0.0682, 0.3220], [0.1062, -0.2750, -0.4704], [0.0836, 0.0085, 0.0860], [0.1125, -0.0775, -0.1058], [-0.3199, 0.3804, 0.4267], [-0.0194, -0.0227, -0.0266], [0.0191, 0.0393, -0.0194], [-0.0675, -0.1186, 1.1465], [0.0784, -0.4104, 0.2028], [-0.1612, -0.7171, -0.7698], [-0.3516, 0.0462, 0.4054], [0.7652, 0.5273, -0.3496], [-0.2920, -0.2521, -0.6034], [-0.0641, 0.2422, 0.1254], [0.1179, 0.0684, 0.1617], [-0.3165, 0.0329, -0.1057], [0.0867, -0.1584, 0.2062]], "nbo_charge": [1.552, 0.726, -0.518, -0.575, -0.519, 0.741, -0.537, -0.593, -0.536, 0.737, -0.593, -0.557, -0.511, -0.821, -0.021, -0.010, 0.004, -0.013, 1.363, -0.576, -0.587, -0.578, -0.575], "charge": -3, "homo_ev": [-0.098, -0.318], "multiplicity": 6, "largest_force_ev_per_a": 1.15, "e_above_lowest_ev": 0.000, "e_tot_ev": -66502.2931}

Entry 4:
{"formula": "C5H9N2", "method": "ωB97M-V with the def2-TZVPD basis set", "symbols": ["C", "C", "C", "C", "C", "N", "N", "H", "H", "H", "H", "H", "H", "H", "H", "H"], "coordinates": [[-0.63548, -0.64382, -1.89592], [-1.44913, -0.41097, -0.76174], [0.67167, -0.44793, -1.46928], [-1.09973, 0.15492, 1.60967], [1.76358, 0.65503, 0.35104], [-0.71543, -0.03135, 0.28157], [0.62729, 0.02822, -0.22302], [-1.00097, -1.17641, -2.69240], [-2.53812, -0.38891, -0.79927], [1.54885, -0.80445, -1.91143], [-0.92572, -0.73183, 2.16595], [-0.55134, 1.06991, 1.94697], [-2.08977, 0.37161, 1.62361], [2.03760, 0.24467, 1.37217], [2.71458, 0.38308, -0.11328], [1.64211, 1.72823, 0.51535]], "forces_ev_per_a": [[0.1661, 0.1557, 3.0862], [0.2846, 0.4183, -1.5504], [-3.1147, -0.1390, 0.4291], [3.0167, 1.7438, 1.1602], [1.5695, -0.1055, 3.8204], [2.4906, -0.0276, -4.2869], [-1.0585, -0.9991, 0.3481], [-0.4959, -0.6915, -2.0953], [0.3532, -0.3473, 0.6500], [1.3693, 0.3279, -0.6482], [0.4564, -0.5674, 0.8357], [-0.4535, -0.9799, 0.4363], [-3.0568, 0.6766, 0.0304], [-0.9505, 0.3112, -0.7312], [-0.6185, 0.3038, -0.9370], [0.0418, -0.0802, -0.5473]], "nbo_charge": [-0.299, 0.081, 0.081, -0.411, -0.459, -0.103, -0.130, 0.257, 0.263, 0.256, 0.237, 0.237, 0.243, 0.237, 0.269, 0.241], "charge": 1, "homo_ev": -14.475, "largest_force_ev_per_a": 4.96, "e_above_lowest_ev": 2.803, "e_tot_ev": -8302.9292, "smiles": "Cn1ccc[n+]1C"}